Record 1
Formula: C2H7NO4S
Source: the OMol25 dataset
Level of theory: ωB97M-V/def2-TZVPD

Last column: natural (NBO) charge in e.
CARTESIAN COORDINATES (ANGSTROEM)
C -0.33163 0.57228 0.86231  -0.880
C -1.80606 -1.66315 -1.53667  0.652
N 2.69391 0.15587 1.16646  -1.080
O -0.28323 0.87952 -1.81046  -0.900
O -2.17955 -0.54167 -0.92842  -0.712
O -2.13693 1.85648 -0.53975  -0.910
O -0.69059 -2.07220 -1.63078  -0.543
S -1.18059 0.81662 -0.71000  2.337
H -0.30359 1.55405 1.31766  0.254
H -0.94881 -0.09054 1.45315  0.247
H -2.69614 -2.19210 -1.92287  0.126
H 3.01878 0.05744 2.12246  0.365
H 3.02527 1.04997 0.82412  0.367
H 3.14420 -0.56282 0.61119  0.371
H 0.67497 0.18025 0.72161  0.304

SMILES string   CS(=O)(=O)OC=O.N
Relative energy (zero: lowest compared OMol25 entry of this formula, charge and spin)   0.246 eV
Kohn-Sham gap   11.3 eV


Record 2
Formula: C24H44Cl2N3O6RuSi
Source: the OMol25 dataset
Level of theory: ωB97M-V/def2-TZVPD

Last column: Mulliken spin population.
CARTESIAN COORDINATES (ANGSTROEM)
C 3.56210 -2.62764 -1.61549  0.016
C 3.13837 -1.72316 -2.74511  0.026
H 3.08140 -3.61389 -1.65889  0.000
H 3.28795 -2.17359 -0.66228  -0.010
H 4.64944 -2.77513 -1.58648  0.000
C 3.00942 -2.08325 -4.03038  -0.002
C 3.14044 -3.45750 -4.57026  0.001
H 2.87578 -1.33705 -4.82578  -0.001
H 2.58079 -4.14857 -3.92857  0.000
H 4.19629 -3.74933 -4.53639  0.000
H 2.76891 -3.49580 -5.60577  0.000
Ru 1.70317 0.51405 0.41170  4.015
Cl 2.84334 2.36311 -0.26090  0.288
C -0.09702 2.87419 1.02709  0.006
O -0.23418 1.63467 0.80196  0.057
N -1.10771 3.74229 1.03824  0.003
C -2.48776 3.30132 0.93669  0.000
C -0.81658 5.17267 1.03318  0.001
H 0.89189 3.29982 1.23881  0.005
H -2.80289 2.65904 1.76604  0.000
H -2.68157 2.82394 -0.02583  0.001
H -3.11973 4.18129 0.95541  0.000
H -0.07439 5.43863 1.79828  0.000
H -1.74066 5.72772 1.19157  0.000
H -0.45599 5.47793 0.04432  0.000
H -3.21769 1.95985 6.35734  0.000
H -1.30133 1.93817 7.90438  0.000
C -3.07281 0.90362 6.10344  0.000
C -1.17476 0.87078 7.70422  0.000
N -1.69712 0.54145 6.38923  0.000
H -3.27633 0.73286 5.04317  0.000
C -0.98863 -0.20499 5.52129  0.001
O -1.40824 -0.59441 4.41888  0.000
H -0.11291 0.62035 7.72786  0.000
H 0.02631 -0.44192 5.89611  0.001
H -3.76670 0.32105 6.72784  0.000
H -1.69840 0.32488 8.49810  0.000
H 0.53344 -3.33736 4.01725  0.000
H -0.27615 -3.79726 0.26416  0.000
C -0.46403 -3.33070 3.56728  0.000
C -0.90872 -3.78804 1.15586  0.002
N -0.35177 -2.92414 2.18079  0.013
H -1.08280 -2.62938 4.13709  0.000
C 0.15108 -1.71565 1.94096  -0.001
O 0.54767 -1.33090 0.81011  0.060
H -1.94169 -3.52423 0.88253  0.000
H 0.14987 -1.07885 2.84230  0.003
H -0.87133 -4.33674 3.59788  0.000
H -0.93254 -4.78312 1.60109  0.000
O 2.19794 -0.36981 -1.11733  0.305
C 2.73173 -0.24956 -2.39803  0.010
C 0.98532 -0.10809 -4.39890  0.010
C 1.82308 0.49916 -3.44233  0.010
H 0.75134 -1.17008 -4.28447  0.000
C 0.43361 0.63710 -5.45946  0.000
H 3.71516 0.27701 -2.38220  0.017
C 2.06727 1.86138 -3.58243  -0.007
H -0.26944 0.15177 -6.13910  0.000
C 0.79503 1.97225 -5.63444  0.001
C 1.65325 2.56743 -4.71338  -0.003
H 2.62259 2.35833 -2.78602  0.007
H 0.48564 2.52106 -6.51551  0.000
H 1.95076 3.60438 -4.81552  0.000
Si -2.44649 -0.45272 -2.63352  -0.001
Cl -1.26796 -2.02500 -3.13367  0.000
C -3.40599 -0.13369 -4.19655  0.000
C -1.31383 1.09520 -2.38667  0.006
C -2.44542 -1.02364 -0.81874  -0.002
H -3.34997 0.96366 -4.25368  0.000
H -4.46657 -0.42538 -4.19398  0.000
H -2.89629 -0.55426 -5.09147  0.000
H -1.74504 -1.87872 -0.82035  0.001
H -3.36599 -1.45356 -0.42940  0.000
H -2.11836 -0.25460 -0.10018  0.002
H -0.71130 1.39286 -3.26119  -0.001
H -0.61672 0.93337 -1.54873  -0.003
H -1.93964 1.95023 -2.08724  -0.001
O 3.06838 -1.31945 2.14714  0.028
C 2.79318 -0.31761 2.81127  0.008
O 2.38436 0.81104 2.24815  0.121
H 2.92514 -0.28113 3.93754  0.006

⟨S²⟩   8.759
Relative energy (zero: lowest compared OMol25 entry of this formula, charge and spin)   0.964 eV
Multiplicity   6
Kohn-Sham gap (alpha / beta)   6.3 / 7.7 eV


Record 3
Formula: C9H14O
Source: the OMol25 dataset
Level of theory: ωB97M-V/def2-TZVPD

Last column: natural (NBO) charge in e.
CARTESIAN COORDINATES (ANGSTROEM)
C 2.13357 2.13400 0.98914  -0.627
C -1.19123 0.34332 1.22464  -0.270
C -0.25951 1.35367 1.15369  -0.195
C -0.84715 -0.99321 1.36928  0.273
C 1.10903 1.04058 1.12441  -0.031
C 0.50097 -1.30116 1.36163  -0.247
C 1.45201 -0.30198 1.13943  -0.203
O -1.78158 -1.97044 1.67919  -0.691
H -2.23974 0.59809 1.09814  0.218
H -0.49145 2.39134 0.96973  0.211
H -2.21813 -1.65272 2.48636  0.481
H 0.84616 -2.30323 1.53874  0.221
H 2.95043 2.05575 1.71399  0.218
H 2.59113 2.19226 -0.00071  0.221
H 2.47289 -0.67004 1.18889  0.211
H 1.65523 3.07447 1.17907  0.211
C -0.38635 -0.84685 -3.15220  -0.606
C -1.31263 -0.57549 -1.93974  -0.611
H -0.69237 -1.81606 -3.55024  0.202
H -0.39656 -0.10377 -3.94180  0.200
H 0.63572 -0.95953 -2.79160  0.199
H -0.80709 -1.08633 -1.12670  0.210
H -2.28122 -1.03500 -2.11147  0.201
H -1.44213 0.43234 -1.60186  0.202

SMILES string   Cc1ccc(O)cc1.CC
Relative energy (zero: lowest compared OMol25 entry of this formula, charge and spin)   0.595 eV
Kohn-Sham gap   9.6 eV


Record 4
Formula: CH4BrClSi
Source: the OMol25 dataset
Level of theory: ωB97M-V/def2-TZVPD

Last column: natural (NBO) charge in e.
CARTESIAN COORDINATES (ANGSTROEM)
C 0.78661 0.16095 0.17376  -0.780
Si -0.86745 -0.20938 -0.50173  0.915
Cl 1.23920 1.81798 0.08909  0.030
Br 2.30851 -0.91944 -0.01182  0.134
H 0.19137 0.09626 1.90688  0.134
H -0.64137 -0.45702 -1.92134  -0.160
H -1.55215 0.95983 -0.03009  -0.142
H -1.46470 -1.44918 0.29525  -0.131

Relative energy (zero: lowest compared OMol25 entry of this formula, charge and spin)   5.299 eV
Kohn-Sham gap   8.9 eV


Record 5
Formula: C4H9NS
Source: the OMol25 dataset
Level of theory: ωB97M-V/def2-TZVPD

Last column: natural (NBO) charge in e.
CARTESIAN COORDINATES (ANGSTROEM)
C 0.57077 -0.09174 0.68412  -0.041
C -0.55967 0.89191 1.04656  -0.426
C -0.94585 0.87407 -0.39571  -0.410
C 0.40662 0.24975 -0.85586  -0.341
H -0.43409 -1.85965 0.65564  0.362
H 1.24311 -1.99790 0.87109  0.379
H 1.51915 0.26732 1.08564  0.191
H -1.37280 0.50231 1.69887  0.210
H -0.28086 1.88695 1.43467  0.211
H -1.35721 1.83409 -0.77829  0.208
H -1.70989 0.16810 -0.60795  0.204
H 1.19470 0.96241 -1.14766  0.227
H 1.15863 -1.02225 -2.78058  0.133
N 0.41952 -1.42070 1.02788  -0.831
S 0.14788 -1.24469 -1.93842  -0.075

SMILES string   N[C@@H]1CC[C@@H]1S
Relative energy (zero: lowest compared OMol25 entry of this formula, charge and spin)   1.449 eV
Kohn-Sham gap   9.7 eV


Record 6
Formula: C23H33ClKN7O3S
Source: the OMol25 dataset
Level of theory: ωB97M-V/def2-TZVPD

Last column: natural (NBO) charge in e.
CARTESIAN COORDINATES (ANGSTROEM)
K 0.65507 -1.52979 -0.51467  0.947
C -3.34716 -3.96362 -2.31344  -0.677
C -2.15370 -3.03484 -2.23759  0.166
N -1.84160 -2.36836 -1.14807  -0.260
N -2.62417 -2.57250 -0.11614  -0.476
C -3.45555 -1.49873 0.19310  0.236
N -3.80732 -1.48144 1.49448  -0.809
S -4.13686 -0.37144 -0.83570  -0.464
C -1.13575 -3.01953 -3.34449  0.193
C -1.58666 -3.58862 -4.54798  -0.247
C -0.62635 -3.95359 -5.50485  -0.158
C 0.74426 -3.73350 -5.24785  -0.285
C 1.06329 -3.15908 -3.99780  0.048
N 0.16560 -2.72927 -3.14787  -0.501
H -3.42869 -4.48442 -3.27307  0.203
H -4.30168 -3.45644 -2.13002  0.253
H -3.08517 -4.64635 -1.53374  0.242
H -3.42353 -2.26130 2.09244  0.399
H -4.57080 -0.95553 1.84770  0.394
H -2.62720 -3.69088 -4.76247  0.226
H -0.96821 -4.49530 -6.40142  0.219
H 1.54675 -4.06947 -5.89355  0.223
H 2.09079 -2.99924 -3.71398  0.182
N -1.34938 1.44804 -1.05345  -0.837
C -1.17012 2.87773 -1.56761  -0.033
C -1.01653 2.80610 -3.13363  -0.423
C 0.30282 2.12890 -3.46079  -0.046
N 0.30016 0.75754 -2.94965  -0.880
C 1.41864 2.98504 -2.79980  -0.422
C 1.42304 3.08180 -1.23121  -0.037
N 1.60803 1.68489 -0.66314  -0.924
C 0.02117 3.64630 -0.82652  -0.432
H -2.38665 1.17025 -1.08771  0.460
H -1.00862 1.27918 -0.04596  0.478
H -0.76802 0.75756 -1.61829  0.458
H -2.05548 3.46642 -1.35086  0.219
H -0.97857 3.85603 -3.42109  0.216
H -1.89655 2.26616 -3.55435  0.228
H 0.38645 2.21845 -4.59036  0.193
H 1.18374 0.55575 -2.53771  0.394
H -0.08362 0.07366 -3.62671  0.400
H 1.26915 3.96989 -3.22624  0.213
H 2.40511 2.63045 -3.04078  0.205
H 2.21820 3.79065 -0.94562  0.190
H 1.27452 1.69403 0.36273  0.423
H 2.64897 1.58878 -0.68149  0.362
H -0.01950 4.71913 -1.06846  0.221
H 0.00368 3.53403 0.26857  0.236
C 2.18385 -1.44919 6.49034  -0.641
C 2.46407 -0.10211 5.97521  -0.041
C 3.40439 0.68509 6.56875  -0.208
C 3.75785 1.96641 6.05990  -0.118
Cl 4.96949 2.79589 6.78955  0.051
C 3.19124 2.42212 4.84596  -0.226
C 2.22682 1.59698 4.19794  -0.284
C 1.73244 0.46518 4.88297  0.319
O 0.66458 -0.37492 4.47097  -0.503
C -0.41758 0.18096 3.80087  -0.167
C -0.41709 -0.05280 2.23222  0.777
O -0.32263 -1.24632 1.86064  -0.756
O -0.26115 0.99222 1.51043  -0.853
H 1.86999 -1.46018 7.52625  0.224
H 3.15776 -1.92293 6.55016  0.219
H 1.48833 -1.99615 5.84263  0.249
H 3.94265 0.34002 7.44555  0.214
H 3.41962 3.44960 4.55852  0.224
H 1.88913 1.81292 3.20954  0.232
H -0.48516 1.26226 3.90516  0.181
H -1.33462 -0.28860 4.16354  0.193

Relative energy (zero: lowest compared OMol25 entry of this formula, charge and spin)   1.742 eV
Kohn-Sham gap   6.1 eV


Record 7
Formula: C6H7NO
Source: the OMol25 dataset
Level of theory: ωB97M-V/def2-TZVPD

Last column: natural (NBO) charge in e.
CARTESIAN COORDINATES (ANGSTROEM)
C -0.86545 0.58730 -1.41160  -0.421
C -0.90906 -0.97476 -1.76219  -0.192
C -0.70616 -1.63113 -0.51069  -0.172
C -0.24888 -0.52526 0.56627  -0.324
C 0.63112 -0.30613 1.79114  0.000
C 0.29289 0.41142 -0.43271  0.051
H -0.60477 1.12432 -2.28753  0.230
H -1.91116 0.75843 -0.65218  0.214
H -1.36243 -1.34702 -2.61358  0.212
H -0.77968 -2.71446 -0.15277  0.226
H -1.10291 -0.10938 0.99570  0.211
H 0.69976 -0.68457 2.78481  0.234
H 0.98714 -0.22608 -0.80672  0.174
N 1.09590 0.86829 1.57484  -0.097
O 0.90450 1.46900 0.28338  -0.344

SMILES string   C1=C[C@H]2C=NO[C@@H]2C1
Relative energy (zero: lowest compared OMol25 entry of this formula, charge and spin)   5.491 eV
Kohn-Sham gap   10.5 eV


Number 1: largest force on an atom 1.8 eV/A, electronic energy -22702.0983 eV. Number 2: largest force on an atom 3.8 eV/A, electronic energy -77860.0533 eV. Number 3: largest force on an atom 1.5 eV/A, electronic energy -11607.0416 eV. Number 4: largest force on an atom 4.5 eV/A, electronic energy -91540.6045 eV. Number 5: largest force on an atom 2.6 eV/A, electronic energy -16618.0054 eV. Number 6: largest force on an atom 4.8 eV/A, electronic energy -80641.7336 eV. Number 7: largest force on an atom 6.6 eV/A, electronic energy -9867.1663 eV.